Entry from the Open Molecules 2025 dataset: 9 unconnected molecules or ions with the total composition C36H90O18 (ωB97M-V/def2-TZVPD).

Output
ΔE to the lowest compared entry with this formula, charge and spin (eV): 2.505
DFT total energy (eV): -75633.1774
Orbital gap (eV): 9.52
LUMO energy (eV): 0.6
Structure (SMILES): COCCOC.COCCOC.COCCOC.COCCOC.COCCOC.COCCOC.COCCOC.COCCOC.COCCOC

Structure (ORCA input):
```
! wB97M-V def2-TZVPD RIJCOSX def2/J DEFGRID3
* xyz 0 1
C 5.36 -0.09 0.89
O 6.11 0.69 1.81
C 5.39 1.16 2.94
C 4.94 0.10 3.90
O 4.07 -0.95 3.46
C 2.76 -0.50 3.28
H 5.86 0.09 -0.03
H 4.38 0.33 0.72
H 5.31 -1.15 1.18
H 4.55 1.75 2.58
H 6.05 1.84 3.49
H 4.45 0.58 4.74
H 5.85 -0.38 4.20
H 2.20 -1.29 2.81
H 2.69 0.26 2.48
H 2.30 -0.13 4.16
C -3.20 4.06 -1.37
O -2.25 4.95 -1.88
C -2.67 5.67 -2.93
C -1.52 6.59 -3.27
O -0.45 5.89 -3.81
C 0.66 6.69 -4.12
H -3.46 3.33 -2.13
H -4.05 4.74 -1.14
H -2.93 3.58 -0.51
H -3.49 6.38 -2.69
H -2.95 4.98 -3.75
H -1.25 7.05 -2.24
H -1.88 7.36 -4.01
H 0.35 7.62 -4.65
H 1.38 6.14 -4.77
H 1.33 6.96 -3.28
C -2.15 -2.17 -3.57
O -0.92 -2.70 -3.63
C 0.15 -1.93 -4.21
C 1.26 -2.82 -4.65
O 1.97 -3.57 -3.59
C 3.17 -4.16 -4.05
H -2.49 -1.67 -4.54
H -2.17 -1.32 -2.82
H -2.85 -2.90 -3.22
H 0.50 -1.25 -3.41
H -0.32 -1.41 -5.07
H 1.98 -2.27 -5.27
H 0.85 -3.61 -5.32
H 3.10 -4.63 -5.01
H 3.51 -4.92 -3.32
H 3.98 -3.44 -4.27
C -7.49 -0.98 2.37
O -6.38 -1.67 1.84
C -5.78 -2.56 2.72
C -4.63 -3.21 2.09
O -3.50 -2.33 2.03
C -2.45 -2.77 1.26
H -7.77 -0.27 1.55
H -7.21 -0.43 3.28
H -8.38 -1.57 2.59
H -6.42 -3.42 3.07
H -5.45 -2.02 3.64
H -4.95 -3.51 1.12
H -4.30 -4.08 2.67
H -2.66 -2.49 0.24
H -2.45 -3.87 1.22
H -1.44 -2.46 1.64
C 1.84 3.94 2.20
O 2.39 4.24 3.48
C 1.61 3.70 4.51
C 2.28 3.83 5.86
O 3.34 2.91 5.94
C 4.36 3.42 6.78
H 1.85 2.84 2.01
H 2.49 4.43 1.41
H 0.86 4.31 2.03
H 1.41 2.59 4.43
H 0.68 4.24 4.53
H 1.54 3.63 6.62
H 2.70 4.82 6.08
H 5.16 2.68 6.71
H 4.02 3.48 7.83
H 4.73 4.37 6.42
C 2.99 2.18 -1.64
O 3.92 1.48 -2.35
C 3.57 0.08 -2.48
C 4.37 -0.52 -3.63
O 3.78 -0.45 -4.89
C 3.23 0.73 -5.37
H 3.18 3.23 -1.72
H 3.08 1.93 -0.57
H 1.94 2.04 -1.88
H 2.48 0.01 -2.55
H 3.87 -0.51 -1.66
H 4.64 -1.60 -3.49
H 5.36 0.03 -3.73
H 2.57 1.22 -4.66
H 2.63 0.47 -6.27
H 3.99 1.43 -5.80
C -0.39 -4.83 -1.25
O 0.28 -4.71 -0.04
C 0.83 -5.89 0.46
C 0.02 -6.44 1.61
O -1.26 -6.85 1.33
C -1.23 -8.00 0.58
H 0.03 -5.50 -2.00
H -0.34 -3.87 -1.70
H -1.45 -5.07 -1.08
H 1.80 -5.62 0.91
H 0.91 -6.57 -0.40
H -0.06 -5.64 2.36
H 0.56 -7.28 2.06
H -2.08 -8.61 0.83
H -0.38 -8.62 0.79
H -1.20 -7.76 -0.49
C -6.48 1.72 -1.59
O -5.13 1.56 -1.29
C -4.92 0.72 -0.12
C -4.92 1.51 1.15
O -3.59 1.98 1.32
C -3.42 2.70 2.53
H -7.06 2.04 -0.70
H -6.86 0.76 -2.03
H -6.64 2.59 -2.26
H -3.93 0.27 -0.17
H -5.75 -0.01 -0.05
H -5.17 0.83 1.98
H -5.65 2.34 1.13
H -2.40 2.95 2.50
H -3.64 2.00 3.32
H -4.07 3.60 2.54
C 2.72 -2.58 -0.18
O 2.09 -1.33 0.12
C 0.68 -1.45 0.42
C 0.11 -0.07 0.55
O -0.31 0.34 -0.70
C -0.52 1.73 -0.67
H 2.30 -3.14 -1.05
H 2.59 -3.20 0.70
H 3.76 -2.35 -0.22
H 0.62 -2.05 1.35
H 0.16 -2.09 -0.35
H 0.86 0.60 0.99
H -0.74 -0.11 1.26
H 0.43 2.26 -0.42
H -1.33 2.00 0.03
H -0.84 2.03 -1.69
*
```


Entry from the Open Molecules 2025 dataset: 13 unconnected molecules or ions with the total composition C36H92Cl6O30S10 (ωB97M-V/def2-TZVPD).

Output
ΔE to the lowest compared entry with this formula, charge and spin (eV): 2.191
DFT total energy (eV): -283727.7531
Orbital gap (eV): 10.12
LUMO energy (eV): -0.4

Structure (ORCA input):
```
! wB97M-V def2-TZVPD RIJCOSX def2/J DEFGRID3
* xyz 0 1
Cl 3.78 -0.09 -0.81
C 3.43 -1.07 -2.26
C 4.29 -0.70 -3.48
Cl 3.89 0.97 -4.05
H 2.37 -0.99 -2.47
H 3.63 -2.10 -1.95
H 4.18 -1.43 -4.27
H 5.35 -0.75 -3.24
Cl -8.42 -2.27 1.52
C -7.18 -1.33 2.40
C -6.16 -0.63 1.46
Cl -7.04 0.27 0.20
H -6.72 -2.00 3.12
H -7.73 -0.57 2.95
H -5.52 -1.37 0.98
H -5.51 0.00 2.07
Cl -4.37 -1.27 -2.59
C -3.14 -0.57 -3.68
C -3.57 0.88 -3.81
Cl -2.42 1.73 -4.78
H -3.06 -1.07 -4.64
H -2.11 -0.66 -3.34
H -3.83 1.36 -2.86
H -4.52 1.02 -4.34
O 5.18 -4.32 2.20
S 4.37 -3.70 3.25
O 4.88 -3.07 4.45
O 3.40 -2.63 2.45
C 2.33 -1.89 3.05
C 2.33 -0.53 2.40
C 2.96 -4.79 3.75
H 2.34 -1.85 4.14
H 1.40 -2.40 2.81
H 3.36 -0.16 2.39
H 1.67 0.17 2.91
H 1.97 -0.61 1.38
H 2.55 -5.05 2.77
H 2.20 -4.26 4.32
H 3.38 -5.67 4.23
O -3.04 -8.72 -2.00
S -3.19 -7.83 -3.16
O -3.70 -8.28 -4.40
O -3.95 -6.41 -2.76
C -3.80 -5.98 -1.38
C -4.04 -4.52 -1.54
C -1.54 -7.14 -3.64
H -2.79 -6.10 -0.99
H -4.50 -6.41 -0.67
H -4.92 -4.18 -2.09
H -3.26 -3.98 -2.08
H -4.17 -4.09 -0.55
H -1.64 -6.28 -4.30
H -0.92 -7.98 -3.94
H -1.12 -6.86 -2.67
O -5.56 5.69 2.29
S -5.55 5.11 0.94
O -6.06 5.93 -0.17
O -4.04 4.67 0.53
C -3.20 3.88 1.31
C -1.98 3.44 0.58
C -6.25 3.40 0.91
H -3.72 3.01 1.71
H -2.80 4.35 2.20
H -1.42 4.37 0.49
H -2.14 2.94 -0.38
H -1.36 2.88 1.27
H -7.33 3.39 0.80
H -5.98 3.08 1.92
H -5.73 2.90 0.09
O -0.73 0.11 1.55
S -1.72 -0.10 0.51
O -3.11 0.29 0.73
O -1.27 0.58 -0.98
C 0.08 0.73 -1.23
C 0.14 1.75 -2.29
C -1.67 -1.88 0.02
H 0.44 -0.27 -1.48
H 0.65 1.09 -0.38
H -0.34 1.46 -3.22
H 1.21 1.90 -2.43
H -0.33 2.68 -1.98
H -1.75 -2.44 0.95
H -0.66 -2.10 -0.33
H -2.40 -2.18 -0.74
O 3.14 -6.73 -2.60
S 3.76 -5.41 -2.38
O 4.18 -4.53 -3.49
O 2.85 -4.55 -1.27
C 2.28 -5.20 -0.21
C 0.84 -4.75 -0.03
C 5.29 -5.57 -1.29
H 2.87 -5.06 0.70
H 2.20 -6.26 -0.47
H 0.40 -4.85 -1.02
H 0.85 -3.70 0.27
H 0.31 -5.32 0.73
H 5.55 -4.57 -0.96
H 6.06 -6.07 -1.87
H 5.06 -6.18 -0.41
O -0.02 -5.83 3.25
S -1.43 -5.57 3.00
O -1.87 -4.88 1.81
O -2.23 -7.02 3.06
C -2.00 -7.79 1.94
C -1.91 -9.28 2.38
C -2.19 -4.72 4.45
H -1.04 -7.64 1.44
H -2.83 -7.47 1.31
H -2.93 -9.55 2.67
H -1.21 -9.45 3.19
H -1.57 -9.96 1.60
H -3.22 -4.55 4.14
H -1.71 -3.74 4.52
H -2.15 -5.38 5.32
O 0.70 -0.33 5.29
S 0.41 0.98 5.88
O -0.23 1.02 7.17
O 1.81 1.89 5.81
C 1.72 3.17 6.32
C 2.51 3.07 7.64
C -0.63 1.91 4.65
H 0.69 3.51 6.42
H 2.19 3.97 5.75
H 1.93 2.49 8.35
H 2.78 4.05 8.04
H 3.46 2.55 7.50
H 0.05 2.21 3.85
H -1.05 2.83 5.05
H -1.32 1.21 4.19
O 0.54 10.33 -1.47
S 0.77 8.93 -1.16
O 1.17 8.52 0.17
O -0.65 8.05 -1.51
C -0.69 6.68 -1.18
C -0.92 5.76 -2.35
C 1.88 8.32 -2.46
H -1.60 6.68 -0.58
H 0.11 6.34 -0.52
H -1.25 4.76 -2.08
H -0.06 5.62 -3.01
H -1.69 6.12 -3.03
H 2.08 7.28 -2.21
H 2.77 8.95 -2.58
H 1.25 8.39 -3.34
O 4.10 6.65 -3.97
S 3.74 5.53 -4.83
O 4.52 4.33 -4.46
O 2.09 5.20 -4.77
C 1.59 3.92 -5.02
C 0.30 4.11 -5.88
C 3.83 6.02 -6.54
H 1.40 3.34 -4.12
H 2.21 3.35 -5.71
H 0.15 3.19 -6.44
H 0.47 4.83 -6.69
H -0.63 4.37 -5.36
H 3.16 6.87 -6.66
H 3.54 5.17 -7.16
H 4.86 6.30 -6.80
O 2.25 3.23 -0.13
S 3.37 4.16 -0.19
O 3.17 5.56 -0.63
O 4.14 4.20 1.30
C 4.12 3.14 2.19
C 2.77 3.04 2.93
C 4.69 3.30 -1.17
H 5.00 3.21 2.83
H 4.28 2.16 1.74
H 2.65 2.05 3.37
H 1.97 3.40 2.28
H 2.70 3.74 3.76
H 5.14 2.57 -0.50
H 5.46 4.01 -1.46
H 4.11 2.84 -1.98
*
```